1.
13
Properties=species:S:1:pos:R:3 method="wB97M-V/def2-TZVPD" multiplicity=1 e_above_lowest_kcal_mol=68.0 total_charge=0 fmax_ev_per_a=6.27 orbital_gap_ev=9.707
C 1.60 0.16 0.12
C 2.78 -0.16 -0.15
H 0.13 -2.01 -1.05
H 3.48 0.60 -0.66
S -2.09 0.47 0.27
H 1.26 -1.48 1.35
H -3.23 0.97 -0.69
F 1.20 1.46 -0.27
N -1.41 -0.76 -0.72
H 3.24 -1.01 0.34
C -0.32 -1.24 -0.39
C 0.52 -0.77 0.79
H 0.12 -0.31 1.68

2.
16
Properties=species:S:1:pos:R:3 method="wB97M-V/def2-TZVPD" multiplicity=1 e_above_lowest_kcal_mol=96.4 total_charge=+1 fmax_ev_per_a=5.14 orbital_gap_ev="9.597 / 3.906"
O 1.49 -1.41 3.15
O 0.40 0.14 2.07
H -0.69 2.37 -2.73
O -1.40 0.85 -1.49
C 1.13 -0.94 2.06
H -1.32 0.27 0.82
H -1.30 0.91 -3.55
Pb 1.01 0.29 4.32
C -0.77 1.26 -2.64
F -0.86 -2.04 0.14
H 0.56 -1.17 -0.99
O 1.18 -1.57 0.92
C -0.28 0.26 0.48
H 0.28 0.88 -2.72
C 0.14 -1.13 0.01
H 0.41 1.03 0.14

3.
12
Properties=species:S:1:pos:R:3 method="wB97M-V/def2-TZVPD" multiplicity=7 e_above_lowest_kcal_mol=0.0 total_charge=0 s_squared=12.009 fmax_ev_per_a=3.04 orbital_gap_ev="6.584 / 9.378"
C -0.54 -0.86 -0.20
C -0.41 1.28 1.42
C 0.48 -1.37 -1.13
H -0.19 0.67 2.29
H -0.57 2.35 1.59
O 1.67 -0.80 -1.20
H -0.66 1.43 -0.66
H 0.13 -1.92 -2.02
H -0.41 -1.33 0.80
Fe 2.44 0.79 -0.50
C -0.38 0.78 0.18
H -1.56 -1.03 -0.57

4.
13
Properties=species:S:1:pos:R:3 method="wB97M-V/def2-TZVPD" multiplicity=1 e_above_lowest_kcal_mol=39.6 total_charge=+3 fmax_ev_per_a=7.99 orbital_gap_ev="4.161 / 2.924"
Ga 2.65 1.47 -0.29
H -2.30 -0.16 1.34
H 0.58 -1.22 -1.55
O 1.46 0.32 -0.39
H -0.38 1.26 0.11
H -0.21 1.42 -2.25
H 0.48 -1.47 1.30
H -1.20 -0.75 2.74
C -1.49 -0.84 1.63
C 0.42 -0.16 -1.34
C 0.04 0.26 0.01
O 0.21 0.56 -2.44
C -0.26 -0.69 1.11

5.
14
Properties=species:S:1:pos:R:3 method="wB97M-V/def2-TZVPD" multiplicity=8 e_above_lowest_kcal_mol=28.2 total_charge=+2 s_squared=16.542 fmax_ev_per_a=2.67 orbital_gap_ev="8.609 / 4.379"
C 0.09 -1.61 0.44
H -2.28 0.98 -0.62
H 1.01 -0.64 2.15
O 0.36 -1.98 -0.77
C 0.25 0.88 0.55
H 1.03 1.64 0.72
H -0.32 2.02 -1.18
Li 1.21 -0.50 -1.74
H -0.56 0.98 1.29
C 0.99 -0.64 1.05
O -1.61 0.40 -0.98
H 2.03 -0.69 0.67
Gd -1.97 -1.81 -0.72
C -0.23 0.97 -0.86

6.
15
Properties=species:S:1:pos:R:3 method="wB97M-V/def2-TZVPD" multiplicity=2 total_charge=+1 s_squared=0.757 fmax_ev_per_a=1.69 orbital_gap_ev="6.405 / 8.302"
C 3.51 1.31 1.59
H -5.51 -0.37 0.10
O 0.32 0.09 0.51
O 1.65 0.35 0.57
H -4.87 -1.89 0.86
Hg -1.18 1.57 0.02
O -3.06 0.48 0.17
C 2.13 0.76 1.64
H 4.07 1.16 0.65
O 3.90 2.01 2.49
C -4.78 -1.18 0.01
H 1.48 0.85 2.53
H -4.96 -1.78 -0.90
H -2.59 -1.44 -0.21
C -3.38 -0.68 -0.03

7.
12
Properties=species:S:1:pos:R:3 method="wB97M-V/def2-TZVPD" multiplicity=1 e_above_lowest_kcal_mol=10.2 total_charge=0 fmax_ev_per_a=4.55 orbital_gap_ev=9.380
H 0.89 1.06 -0.33
H -2.78 1.39 0.18
I 3.42 -0.84 -0.02
C -0.97 0.34 -0.13
H 1.31 -0.85 1.56
H 0.86 -1.94 0.18
C -1.78 1.42 -0.02
H -1.35 2.39 -0.20
C 0.51 -0.02 -0.36
H 0.69 -0.37 -1.32
I -2.11 -1.52 -0.10
C 1.30 -1.06 0.56

8.
13
Properties=species:S:1:pos:R:3 method="wB97M-V/def2-TZVPD" multiplicity=1 e_above_lowest_kcal_mol=18.7 total_charge=0 fmax_ev_per_a=3.79 orbital_gap_ev=8.616
C 0.91 1.08 0.39
H -0.24 0.25 2.01
H -1.40 -0.40 -1.40
H -1.21 0.79 0.63
C -0.86 -1.22 -1.04
I 2.67 1.39 1.56
C 0.11 -0.70 -0.04
C -0.25 0.39 0.95
I 0.38 3.17 -0.58
H -0.24 -1.62 -1.80
O 1.09 0.14 -0.66
H 0.71 -1.49 0.57
H -1.68 -1.77 -0.60

9.
13
Properties=species:S:1:pos:R:3 method="wB97M-V/def2-TZVPD" multiplicity=1 e_above_lowest_kcal_mol=145.7 total_charge=+1 fmax_ev_per_a=4.10 orbital_gap_ev="6.497 / 6.240"
N -1.45 0.21 0.05
I -3.35 -0.22 -0.28
C -0.35 -0.42 -0.03
C 0.31 2.40 -0.54
H 1.66 -0.41 0.46
H 0.09 3.41 -0.01
H -0.33 -2.30 0.95
H -0.95 -2.14 -0.76
N 1.05 1.52 0.12
H 1.90 1.82 0.65
C -0.24 -1.86 -0.11
C 0.94 0.19 0.08
H 0.72 -2.21 -0.58

10.
13
Properties=species:S:1:pos:R:3 method="wB97M-V/def2-TZVPD" multiplicity=1 e_above_lowest_kcal_mol=68.1 total_charge=0 fmax_ev_per_a=4.43 orbital_gap_ev=9.367
H 1.32 2.02 -0.69
H 1.87 0.27 -1.07
N 0.83 -0.64 1.23
C -2.40 -1.05 -0.75
C 1.58 0.93 -0.30
H 2.44 1.11 0.28
C -1.13 -0.88 -0.59
C 0.60 0.45 0.72
H 0.22 -1.06 1.90
H -0.47 -0.15 -1.04
H -0.47 -1.73 -0.25
I -0.83 1.99 1.40
O -3.55 -1.25 -0.85

11.
14
Properties=species:S:1:pos:R:3 method="wB97M-V/def2-TZVPD" multiplicity=1 e_above_lowest_kcal_mol=15.1 total_charge=-1 fmax_ev_per_a=3.99 orbital_gap_ev=7.133
H 0.81 -0.63 -1.55
H 0.03 -1.28 1.22
C 1.27 -0.88 -0.60
H 0.04 1.11 1.59
C -0.30 0.86 0.59
I 2.60 3.14 -0.07
C -2.13 -0.27 -0.19
H 1.45 -1.96 -0.67
O -1.08 -1.08 -0.43
O -1.65 0.77 0.50
O -3.35 -0.40 -0.37
H 0.12 1.60 -0.09
C 0.05 -0.65 0.34
H 2.15 -0.32 -0.27

12.
14
Properties=species:S:1:pos:R:3 method="wB97M-V/def2-TZVPD" multiplicity=2 total_charge=-1 s_squared=0.750 fmax_ev_per_a=3.11 orbital_gap_ev="2.972 / 5.875"
H 2.17 -2.65 -1.15
C 1.95 -1.59 -0.93
C 2.88 -1.09 0.19
H 0.55 -1.42 1.30
C 0.00 -1.52 0.37
H 2.23 -1.01 -1.83
H 3.91 -1.40 -0.12
C 0.37 -1.42 -0.95
O -0.34 -1.44 -2.03
Na 0.83 1.18 0.52
O 2.79 0.25 0.46
H -1.07 -1.69 0.57
K -2.23 0.44 -1.57
H 2.68 -1.73 1.09

13.
13
Properties=species:S:1:pos:R:3 method="wB97M-V/def2-TZVPD" multiplicity=2 e_above_lowest_kcal_mol=8.2 total_charge=0 s_squared=0.754 fmax_ev_per_a=5.39 orbital_gap_ev="5.584 / 6.845"
O 2.73 -0.42 0.59
O -2.27 -0.09 -1.04
C 0.53 -1.42 0.63
H 1.90 -1.14 2.30
H -2.66 -1.50 0.43
K -1.16 1.56 -1.86
C 1.71 -1.02 1.23
H -0.68 0.31 1.02
C -0.68 -0.72 0.62
H -1.54 -2.02 -0.84
H 0.29 -2.51 0.55
H 2.55 -0.34 -0.36
C -1.85 -1.14 -0.23

14.
13
Properties=species:S:1:pos:R:3 method="wB97M-V/def2-TZVPD" multiplicity=1 e_above_lowest_kcal_mol=111.3 total_charge=0 fmax_ev_per_a=0.98 orbital_gap_ev=3.118
C -0.15 -0.45 -0.11
H 0.81 1.53 0.01
H 2.97 -1.14 0.00
Mg -1.55 -0.70 -1.62
H -1.21 2.90 -0.40
C -0.16 1.03 0.20
H 1.21 -0.85 1.50
C 0.69 -1.22 0.61
O -1.88 1.32 -1.44
C -1.15 1.81 -0.58
H -0.37 1.28 1.27
H 0.12 -2.91 -0.09
O 0.65 -2.59 0.65

15.
17
Properties=species:S:1:pos:R:3 method="wB97M-V/def2-TZVPD" multiplicity=7 e_above_lowest_kcal_mol=0.0 total_charge=+2 s_squared=12.011 fmax_ev_per_a=3.68 orbital_gap_ev="5.244 / 7.890"
O -1.83 0.54 -1.52
Mg -3.41 1.67 -2.61
H -1.36 -1.35 -2.20
H 2.34 -1.63 -0.79
H -0.10 1.03 3.05
C 1.35 -0.98 1.09
O 0.24 -0.19 1.41
C -2.06 -0.46 -2.28
O -2.94 -0.38 -3.14
H 1.13 -2.04 1.31
O 1.17 0.02 -1.06
O -0.01 2.07 1.28
C 0.46 1.12 2.10
H 2.25 -0.71 1.66
H 1.54 1.18 2.31
C 1.66 -0.87 -0.38
Ru -0.43 1.00 -0.24

16.
11
Properties=species:S:1:pos:R:3 method="wB97M-V/def2-TZVPD" multiplicity=1 e_above_lowest_kcal_mol=58.7 total_charge=+1 fmax_ev_per_a=4.73 orbital_gap_ev=11.391
H -2.78 -0.75 -0.25
H -2.23 1.04 -0.41
H 2.54 -0.04 -0.37
C 1.52 -0.04 -0.50
C -2.00 0.00 -0.19
N 0.51 0.71 0.34
C -0.70 -0.22 0.04
H 1.20 0.27 -1.52
H 0.73 -1.27 1.29
C 0.56 -0.89 0.32
H 0.64 1.18 1.25

17.
11
Properties=species:S:1:pos:R:3 method="wB97M-V/def2-TZVPD" multiplicity=1 e_above_lowest_kcal_mol=25.3 total_charge=+1 fmax_ev_per_a=3.17 orbital_gap_ev=9.424
H -1.49 0.16 0.98
C -0.57 0.22 0.42
H 0.51 -3.05 -0.38
C 0.50 2.46 -0.30
H 0.92 -0.84 -0.41
N 0.03 -1.08 0.03
H 1.20 3.00 0.32
C 0.01 1.33 0.05
H -1.12 -2.76 0.46
C -0.21 -2.38 0.04
H 0.21 2.94 -1.23

18.
11
Properties=species:S:1:pos:R:3 method="wB97M-V/def2-TZVPD" multiplicity=1 e_above_lowest_kcal_mol=103.0 total_charge=+1 fmax_ev_per_a=5.74 orbital_gap_ev="8.086 / 8.084"
C 0.39 -1.27 -0.03
C -1.78 0.20 -0.14
H 0.28 -1.55 1.02
H 0.86 -1.91 -0.75
N -0.67 0.89 0.12
H 1.08 0.36 -1.10
H 1.20 0.70 0.84
H -2.74 0.66 -0.08
C -1.41 -1.07 0.08
C 0.62 0.25 -0.04
H -0.68 1.76 0.53

19.
11
Properties=species:S:1:pos:R:3 method="wB97M-V/def2-TZVPD" multiplicity=1 e_above_lowest_kcal_mol=91.0 total_charge=+1 fmax_ev_per_a=4.79 orbital_gap_ev=9.414
C -1.19 -0.88 0.12
H -0.80 1.05 1.13
H 0.23 1.31 -1.23
C 0.22 -0.97 0.42
H 1.18 1.74 0.16
C 1.26 -0.42 -0.36
H -1.53 -1.20 -0.81
C 0.67 0.89 -0.36
H -1.84 -0.94 1.06
N -0.45 0.39 0.43
H 2.26 -0.97 -0.56

20.
11
Properties=species:S:1:pos:R:3 method="wB97M-V/def2-TZVPD" multiplicity=1 e_above_lowest_kcal_mol=37.4 total_charge=+1 fmax_ev_per_a=3.94 orbital_gap_ev=10.953
N -0.57 -1.21 -0.01
H -1.72 -2.65 -1.08
H 0.09 1.93 1.22
H 0.81 -0.80 1.29
C 0.97 0.71 -0.31
C -0.22 1.19 0.43
C -1.29 -1.87 -0.60
C 0.22 -0.32 0.59
H 1.98 0.90 -0.03
H -1.11 1.53 -0.12
H 0.84 0.59 -1.36

For the records above, the corresponding molar mass values read 119.2; 344.3; 125.9; 155.8; 250.3; 318.7; 307.9; 323.9; 209.0; 211.0; 229.0; 148.2; 125.2; 110.4; 259.5; 68.1; 68.1; 68.1; 68.1; 68.1 g/mol.